(1)
Below is 5 unconnected molecules or ions with the total composition C22H35BrF13INO11P2 in a non-equilibrium geometry, with properties calculated with ωB97M-V with the def2-TZVPD basis set.

Molar mass (g mol⁻¹): 1005.2
E_HOMO (eV): -4.716
LUMO (eV): 1.8
Gap between HOMO and LUMO (eV): 6.50
E (Eh): -6594.32938

```
! wB97M-V def2-TZVPD RIJCOSX def2/J DEFGRID3
* xyz -1 1
C 5.701 -3.559 1.313
C 5.850 -1.903 1.136
O 4.828 -1.321 2.017
C 4.013 -0.304 1.376
C 2.439 -0.206 1.796
P 1.307 -1.644 1.306
N 2.596 -2.491 0.334
Br 0.704 -0.480 -0.532
C -0.163 -0.790 2.251
C -1.478 -1.773 2.263
O -1.657 -2.622 3.277
F -2.455 -1.649 1.146
P 1.654 -2.864 3.070
O 2.732 -4.148 2.460
I 2.937 -1.844 4.864
H 4.741 -3.984 0.790
H 5.639 -3.719 2.494
H 6.662 -4.086 0.899
H 6.943 -1.580 1.485
H 5.741 -1.647 0.000
H 4.046 -0.301 0.183
H 4.490 0.751 1.674
H 2.064 0.710 1.112
H 2.242 0.257 2.880
H 0.416 -2.716 0.839
H 2.810 -1.944 -0.538
H 2.160 -3.387 -0.036
H -0.389 0.266 1.792
H 0.238 -0.649 3.353
H 2.417 -4.942 3.023
C -2.777 -5.318 5.314
C -2.876 -6.276 6.485
O -1.627 -6.348 7.188
C -1.368 -5.325 8.064
O -2.130 -4.381 8.257
C -0.037 -5.551 8.777
F 0.963 -5.920 7.925
F -0.118 -6.538 9.715
F 0.414 -4.442 9.430
H -1.944 -5.599 4.658
H -3.701 -5.322 4.730
H -2.584 -4.296 5.650
H -3.091 -7.285 6.116
H -3.691 -6.002 7.165
C -2.135 4.754 -1.881
C -1.649 4.416 -0.485
O -0.250 4.093 -0.500
C 0.613 5.158 -0.528
O 0.252 6.331 -0.549
C 2.062 4.676 -0.490
F 2.299 3.648 -1.355
F 2.420 4.221 0.746
F 2.958 5.652 -0.810
H -1.902 3.939 -2.577
H -3.215 4.922 -1.886
H -1.643 5.651 -2.268
H -2.176 3.528 -0.119
H -1.855 5.226 0.223
C 1.883 7.239 -6.255
C 0.446 7.680 -6.463
O -0.410 6.543 -6.648
C -0.792 5.883 -5.507
O -0.436 6.209 -4.378
C -1.737 4.732 -5.843
F -1.298 3.977 -6.891
F -2.981 5.173 -6.188
F -1.914 3.867 -4.804
H 2.211 6.599 -7.082
H 2.549 8.104 -6.194
H 1.991 6.653 -5.338
H 0.377 8.282 -7.375
H 0.091 8.305 -5.636
C -2.319 -1.584 -1.959
C -2.178 -1.773 -3.458
O -3.428 -2.177 -4.036
C -4.339 -1.176 -4.262
O -4.138 0.004 -3.991
C -5.597 -1.734 -4.923
F -6.047 -2.874 -4.324
F -5.390 -2.051 -6.234
F -6.642 -0.860 -4.904
H -2.721 -2.491 -1.494
H -1.351 -1.354 -1.505
H -3.013 -0.772 -1.724
H -1.461 -2.576 -3.659
H -1.796 -0.870 -3.946
*
```

Results of the Mulliken charge analysis, in e, for atoms 1 through 4: -0.6946, -0.2875, -0.1721, -0.4414



(2)
Below is a molecular structure, C3H2CuLiMgO3 in a non-equilibrium geometry, with properties calculated with ωB97M-V with the def2-TZVPD basis set.

Molar mass (g mol⁻¹): 180.8
E_HOMO (eV): -15.060
LUMO (eV): -9.2
Gap between HOMO and LUMO (eV): 5.83
E (Eh): -2188.57645
Energy above the lowest of the compared OMol25 structures with the same formula, charge and spin (kcal per mole): 81.8

```
! wB97M-V def2-TZVPD RIJCOSX def2/J DEFGRID3
* xyz 2 1
C 0.469 0.478 1.513
C -0.270 0.820 0.439
O 1.801 0.357 1.462
H -0.019 0.166 2.448
H 0.096 1.253 -0.497
Li 3.012 -1.079 1.988
Cu 2.563 2.231 0.925
O -1.138 -0.901 -0.186
C -2.272 -0.467 -0.024
O -1.968 1.318 0.262
Mg -3.551 0.820 1.256
*
```

Results of the Mulliken charge analysis, in e, for atoms 1 through 4: 0.0514, 0.0830, -0.8828, 0.2709



(3)
Below is 14 unconnected molecules or ions with the total composition C5H40N2O13S in a non-equilibrium geometry, with properties calculated with ωB97M-V with the def2-TZVPD basis set.

Molar mass (g mol⁻¹): 368.4
E_HOMO (eV): -8.650
LUMO (eV): -0.3
Gap between HOMO and LUMO (eV): 8.32
E (Eh): -1700.26058
Energy above the lowest of the compared OMol25 structures with the same formula, charge and spin (kcal per mole): 99.6

```
! wB97M-V def2-TZVPD RIJCOSX def2/J DEFGRID3
* xyz 0 1
C 1.058 0.560 0.199
N 0.919 1.848 -0.527
C -0.220 2.594 0.107
C -1.173 2.907 -1.021
S -2.967 2.865 -0.783
C 0.451 3.745 0.878
N 0.416 3.560 2.297
C -0.097 -0.385 -0.211
H 2.019 0.057 0.105
H 1.042 0.660 1.298
H 0.889 1.718 -1.540
H -0.813 1.870 0.844
H -0.969 3.874 -1.497
H -0.987 2.199 -1.857
H -3.221 1.695 -1.489
H 1.495 3.675 0.506
H 0.020 4.693 0.590
H 1.281 3.483 2.833
H 0.009 2.662 2.630
H -1.014 -0.003 0.253
H 0.233 -1.386 0.136
H -0.147 -0.630 -1.252
H -2.917 0.489 2.656
H -3.218 -0.921 2.983
O -3.195 -0.035 3.401
H 1.617 0.682 -4.881
H 0.515 0.938 -3.871
O 0.642 0.686 -4.791
H -2.097 -2.739 1.264
H -2.595 -1.342 0.714
O -2.392 -1.853 1.494
H 3.386 -2.127 -1.593
H 2.909 -0.752 -2.160
O 3.276 -1.594 -2.381
H -0.915 -2.240 -4.376
H -0.270 -0.848 -4.662
O -1.117 -1.335 -4.578
H 2.606 -1.803 1.812
H 3.151 -3.164 1.200
O 2.450 -2.512 1.189
H -2.799 -0.286 -1.555
H -3.858 -1.383 -1.310
O -3.015 -1.042 -0.993
H -0.787 -0.389 3.632
H -0.923 -1.163 2.327
O -0.276 -0.678 2.876
H -1.037 -3.848 -0.617
H -0.601 -3.796 1.002
O -1.207 -3.987 0.297
H 0.602 -2.389 3.250
H 1.401 -3.396 2.535
O 0.673 -3.337 3.177
H -2.093 -0.180 -3.857
H -3.038 1.087 -3.687
O -2.419 0.499 -3.230
H 1.411 -0.537 3.336
H 2.335 -1.017 4.561
O 2.312 -0.810 3.622
H 4.851 1.069 -0.866
H 3.819 2.173 -0.274
O 4.588 1.619 -0.144
*
```

Results of the Mulliken charge analysis, in e, for atoms 1 through 4: -0.8386, -0.1640, 1.3929, -0.5627